This record from the OMol25 dataset describes C36H31CsF6NO6P2S2 as an isolated structure at a distorted geometry. The level of theory is the ωB97M-V functional and the def2-TZVPD basis.

Each line ends with the Löwdin charge.
Cartesian coordinates (Å):
Cs1 -0.243313 -1.883146 1.680856  1.8223
S1 0.080836 -4.497931 -0.183388  0.5511
S2 2.207668 -4.537527 1.373157  0.5816
P1 1.958944 0.479102 0.754569  1.0578
P2 -2.354813 -0.293498 -1.817088  1.0937
F1 2.931921 -5.670043 3.565018  0.1422
F2 3.164952 -6.926128 1.812402  0.1394
F3 1.193779 -6.569818 2.637329  0.1478
F4 -1.428275 -4.764652 -2.222747  0.1447
F5 0.680941 -4.839177 -2.705484  0.1370
F6 -0.277336 -6.545902 -1.774250  0.1468
O1 -2.261711 -0.622737 2.298198  -0.3179
O2 -0.960287 -4.983458 0.679943  -0.2802
O3 -0.373399 0.442096 2.825459  -0.2589
O4 3.552472 -4.089870 1.170177  -0.2597
O5 0.123558 -3.072523 -0.420112  -0.6110
O6 1.279908 -3.677402 2.096212  -0.6701
N1 1.527067 -5.116722 0.068888  -0.2722
C1 0.712817 1.798509 0.276988  -0.3272
C2 -0.924573 0.086084 -0.710581  -0.4247
C3 4.096365 3.422598 2.662019  -0.0957
C4 -4.537738 2.573133 0.148391  -0.0774
C5 2.382729 -6.028155 2.408888  -0.6989
C6 3.000346 -1.901688 -2.427919  -0.0651
C7 -0.246587 1.445466 -0.870727  -0.2683
C8 -5.284830 2.567920 -2.133555  -0.0982
C9 -4.347366 1.589097 -2.436198  -0.1227
C10 3.119335 0.360694 -3.235328  -0.0862
C11 -0.159904 -0.697097 -5.212211  -0.0928
C12 -1.568028 1.389183 -4.033086  -0.1023
C13 -2.653951 2.753267 5.588674  -0.0955
C14 3.343310 1.598687 1.249126  -0.3629
C15 -1.997343 2.137324 4.527999  -0.0319
C16 5.657935 2.311335 1.218687  -0.0957
C17 4.645698 1.468444 0.770387  -0.0918
C18 -0.876139 -0.907767 -4.040212  -0.0995
C19 -0.159131 0.557431 -5.806885  -0.1023
C20 3.218758 -1.011177 -3.465189  -0.0954
C21 -5.380855 3.066225 -0.838891  -0.1038
C22 -3.593301 2.046342 6.330855  -0.1116
C23 -3.479185 1.102734 -1.457217  -0.3836
C24 -3.248183 0.125400 4.917716  -0.0267
C25 2.537894 -0.057477 -0.919447  -0.3783
C26 -3.884478 0.727799 5.997529  -0.0932
C27 -2.293389 0.823114 4.182191  -0.1275
C28 -0.246528 -5.219453 -1.830389  -0.6992
C29 2.788164 0.829022 -1.973894  -0.1044
C30 2.662734 -1.421727 -1.163700  -0.0958
C31 -3.594205 1.599665 -0.157348  -0.0793
C32 3.088529 2.577653 2.216513  -0.1002
C33 5.386998 3.295493 2.159484  -0.1097
C34 -1.583171 0.166458 3.005196  -0.7685
C35 -1.582153 0.131595 -3.430172  -0.3752
C36 -0.867893 1.598877 -5.216095  -0.0894
H1 2.089182 2.667504 2.634540  0.1044
H2 0.135121 1.963209 1.189598  0.0568
H3 2.499236 -2.127733 -0.357782  0.0691
H4 0.287427 1.460216 -1.818638  0.0839
H5 -2.100360 2.215545 -3.572546  0.0985
H6 -0.876470 -1.890977 -3.577828  0.0961
H7 -4.614330 2.939496 1.165648  0.1036
H8 -1.001891 2.234595 -0.928129  0.1042
H9 -4.094996 2.520425 7.166443  0.0913
H10 2.715741 1.898551 -1.801691  0.1118
H11 -2.968252 1.201337 0.635735  0.0935
H12 1.245293 2.722129 0.044271  0.0793
H13 3.465248 -1.378678 -4.455005  0.0978
H14 4.874991 0.702506 0.038933  0.1010
H15 -4.616536 0.172610 6.574649  0.0951
H16 -5.946598 2.936834 -2.908933  0.0956
H17 -0.865769 2.583384 -5.671097  0.0971
H18 6.175132 3.956079 2.502277  0.0930
H19 -0.208345 -0.716774 -0.913939  0.0277
H20 -3.492654 -0.888190 4.622768  0.1137
H21 6.663737 2.194495 0.829542  0.0971
H22 3.291296 1.060907 -4.044555  0.0986
H23 0.391913 0.725087 -6.725446  0.0953
H24 -1.236819 2.665666 3.962735  0.1098
H25 -6.112792 3.829293 -0.600300  0.0940
H26 0.393628 -1.514949 -5.660371  0.1008
H27 -4.287707 1.200138 -3.447743  0.1005
H28 3.876014 4.176442 3.410325  0.0974
H29 -2.426091 3.782510 5.842698  0.0938
H30 3.079514 -2.971021 -2.591195  0.1071
H31 -1.269454 -0.056309 0.314301  -0.0211

Atoms 1-3, force components in eV/Å:
Cs -0.43 0.58 1.47
S 0.07 -0.41 -0.19
S 0.01 0.21 -0.04

## Properties
Energy above the lowest of the compared OMol25 structures with the same formula, charge and spin   0.0 kcal per mole
Net charge   -1
Largest force on an atom   3.77 eV Å⁻¹
Frontier orbital gap   8.00 eV
E_HOMO   -0.21475 Eh